No. 1
DFT (the ωB97M-V functional and the def2-TZVPD basis) results for C25H57BFNO3Si2 as an isolated structure at a distorted geometry.

Values from the calculation:
multiplicity: 1
largest force on an atom: 0.201 Eh/bohr
orbital gap: 0.348 hartree
HOMO level: -9.6 eV

Cartesian coordinates (Å):
1 C 1.716 -4.118 0.091
2 C 0.443 -4.579 -0.314
3 Si -1.292 -4.921 -1.169
4 O -2.596 -5.066 -0.001
5 Si -3.559 -3.604 0.123
6 C -3.920 -2.709 -1.543
7 C -5.557 -2.372 -1.573
8 C -5.865 -1.346 -2.831
9 F -7.152 -0.635 -2.601
10 C -2.779 -2.489 1.493
11 C -2.417 -0.954 0.989
12 C -0.890 -0.902 0.394
13 C -0.829 0.043 -0.944
14 C 0.418 -0.553 -1.876
15 C 1.428 0.671 -2.290
16 C 2.969 0.050 -2.230
17 O 3.717 0.575 -1.075
18 C 3.791 -0.470 -0.027
19 B -1.220 -6.658 -2.096
20 N -0.797 -7.897 -1.328
21 O -1.605 -6.792 -3.514
22 H 2.856 -3.798 0.228
23 H -1.509 -3.935 -2.222
24 H -4.880 -4.029 0.654
25 H -3.389 -1.648 -1.642
26 H -3.723 -3.352 -2.509
27 H -6.065 -3.408 -1.880
28 H -5.969 -2.006 -0.540
29 H -5.932 -1.954 -3.854
30 H -4.961 -0.605 -2.912
31 H -3.589 -2.350 2.359
32 H -1.852 -3.011 2.035
33 H -3.239 -0.495 0.294
34 H -2.412 -0.293 1.983
35 H -0.142 -0.447 1.204
36 H -0.546 -2.018 0.210
37 H -0.616 1.150 -0.563
38 H -1.830 0.092 -1.550
39 H -0.070 -0.985 -2.849
40 H 0.967 -1.401 -1.240
41 H 1.387 1.503 -1.450
42 H 1.153 1.130 -3.336
43 H 2.979 -1.133 -2.151
44 H 3.484 0.300 -3.266
45 H 4.164 0.024 0.993
46 H 2.701 -0.871 0.142
47 H 4.505 -1.329 -0.382
48 H -0.277 -8.569 -1.933
49 H -0.297 -7.677 -0.439
50 H -0.830 -6.654 -4.135
51 C 3.099 4.562 -1.186
52 C 1.802 5.279 -1.528
53 C 1.145 4.762 -2.811
54 C 1.969 4.946 -4.090
55 C 2.373 6.388 -4.409
56 C 1.185 7.306 -4.651
57 H 3.860 4.714 -1.956
58 H 3.501 4.945 -0.242
59 H 2.932 3.487 -1.070
60 H 1.983 6.356 -1.597
61 H 1.098 5.139 -0.698
62 H 0.173 5.255 -2.930
63 H 0.927 3.693 -2.692
64 H 1.391 4.546 -4.933
65 H 2.876 4.333 -4.030
66 H 2.997 6.382 -5.311
67 H 2.997 6.798 -3.608
68 H 0.569 6.938 -5.478
69 H 1.534 8.311 -4.912
70 H 0.555 7.395 -3.762
71 C 0.838 1.296 3.543
72 C 1.213 -0.060 4.119
73 C 0.108 -0.680 4.978
74 C -0.273 0.115 6.232
75 C 0.874 0.392 7.208
76 C 1.481 -0.872 7.796
77 H 0.664 2.036 4.330
78 H 1.647 1.671 2.909
79 H -0.066 1.223 2.929
80 H 2.141 0.028 4.693
81 H 1.430 -0.743 3.289
82 H 0.415 -1.692 5.268
83 H -0.792 -0.805 4.362
84 H -1.064 -0.433 6.761
85 H -0.719 1.072 5.935
86 H 0.488 1.007 8.030
87 H 1.656 0.984 6.722
88 H 0.724 -1.461 8.323
89 H 2.267 -0.613 8.513
90 H 1.933 -1.501 7.023



No. 2
DFT (the ωB97M-V functional and the def2-TZVPD basis) results for a 2-piece molecular cluster, C25H57BN4O6PS overall.

Values from the calculation:
net charge: +1
multiplicity: 1
largest force on an atom: 0.007 Eh/bohr
orbital gap: 0.304 hartree
HOMO level: -10.4 eV

Cartesian coordinates (Å):
1 C 0.006 -1.693 2.413
2 C 1.302 -1.042 1.900
3 B 2.605 -1.927 2.101
4 O 3.090 -2.683 1.099
5 C 3.370 -2.068 3.523
6 O 3.161 -0.842 4.290
7 N 3.553 0.269 3.545
8 O 3.464 1.246 4.178
9 C 2.554 -3.071 4.364
10 S 2.596 -4.730 3.720
11 O 2.728 -5.631 4.819
12 O 1.560 -4.882 2.753
13 O 3.948 -4.677 2.912
14 C 5.001 -3.997 3.624
15 C 4.894 -2.457 3.538
16 C 5.547 -1.966 4.847
17 C 5.653 -1.811 2.335
18 C 6.503 -2.637 1.326
19 N 7.731 -3.030 2.013
20 N 5.776 -3.738 0.708
21 N 6.883 -1.785 0.203
22 H -0.874 -1.120 2.109
23 H -0.025 -1.745 3.501
24 H -0.118 -2.710 2.031
25 H 1.199 -0.885 0.818
26 H 1.393 -0.048 2.341
27 H 2.548 -2.699 0.304
28 H 2.897 -3.089 5.398
29 H 1.494 -2.820 4.363
30 H 4.969 -4.325 4.666
31 H 5.931 -4.359 3.201
32 H 4.956 -2.221 5.728
33 H 5.703 -0.889 4.844
34 H 6.527 -2.439 4.960
35 H 4.950 -1.212 1.758
36 H 6.371 -1.096 2.749
37 H 7.677 -2.991 3.020
38 H 8.086 -3.931 1.723
39 H 5.896 -4.626 1.172
40 H 6.086 -3.842 -0.250
41 H 7.296 -0.923 0.545
42 H 6.046 -1.524 -0.312
43 C -3.393 4.897 0.692
44 C -3.333 3.381 0.839
45 C -2.084 2.772 0.204
46 C -2.082 2.758 -1.333
47 P -2.956 1.391 -2.132
48 C -2.346 -0.143 -1.386
49 C -0.834 -0.319 -1.175
50 C 0.027 -0.633 -2.400
51 C -0.492 -1.781 -3.257
52 C -2.462 1.407 -3.872
53 C -2.647 2.670 -4.727
54 C -4.045 2.962 -5.269
55 C -4.746 1.761 -5.892
56 C -4.742 1.238 -1.833
57 C -5.794 2.216 -2.368
58 C -5.630 3.696 -1.992
59 C -6.508 4.103 -0.812
60 H -3.366 5.214 -0.353
61 H -4.306 5.299 1.128
62 H -2.548 5.364 1.199
63 H -4.235 2.931 0.418
64 H -3.335 3.123 1.900
65 H -1.911 1.763 0.585
66 H -1.217 3.360 0.515
67 H -1.059 2.638 -1.707
68 H -2.433 3.706 -1.742
69 H -2.773 -0.967 -1.962
70 H -2.839 -0.183 -0.410
71 H -0.734 -1.144 -0.466
72 H -0.428 0.556 -0.661
73 H 1.021 -0.890 -2.026
74 H 0.182 0.257 -3.014
75 H -0.585 -2.698 -2.672
76 H 0.187 -1.984 -4.084
77 H -1.471 -1.567 -3.692
78 H -2.892 0.520 -4.343
79 H -1.390 1.212 -3.801
80 H -1.965 2.548 -5.572
81 H -2.278 3.538 -4.175
82 H -3.932 3.736 -6.031
83 H -4.667 3.409 -4.493
84 H -4.174 1.357 -6.729
85 H -5.728 2.043 -6.272
86 H -4.902 0.950 -5.177
87 H -4.825 1.132 -0.747
88 H -4.956 0.240 -2.234
89 H -6.745 1.863 -1.961
90 H -5.876 2.088 -3.446
91 H -5.886 4.315 -2.852
92 H -4.586 3.923 -1.763
93 H -7.562 4.018 -1.078
94 H -6.322 5.134 -0.513
95 H -6.337 3.466 0.059



No. 3
DFT (the ωB97M-V functional and the def2-TZVPD basis) results for a 11-piece molecular cluster, C25H58O11 overall at a distorted geometry.

Values from the calculation:
energy above the lowest of the compared OMol25 structures with the same formula, charge and spin: 3.960 eV
structure (SMILES): CC(C)=O.CC(C)=O.CC(C)=O.CC(C)=O.CC(C)=O.CC(C)=O.CC(C)=O.CO.CO.CO.CO
multiplicity: 1
largest force on an atom: 0.088 Eh/bohr
orbital gap: 0.355 hartree
HOMO level: -9.4 eV

Cartesian coordinates (Å):
1 C 0.550 5.410 6.478
2 C -0.940 5.145 6.223
3 C -1.654 3.918 6.688
4 O -1.623 5.921 5.510
5 H 0.749 5.204 7.529
6 H 0.858 6.438 6.284
7 H 1.127 4.747 5.833
8 H -1.116 3.114 6.186
9 H -2.708 3.920 6.411
10 H -1.492 3.873 7.765
11 C -0.198 -0.964 -1.759
12 C -0.524 -0.286 -0.456
13 C -1.924 0.186 -0.217
14 O 0.349 -0.248 0.406
15 H 0.546 -1.737 -1.567
16 H 0.215 -0.223 -2.443
17 H -1.087 -1.402 -2.215
18 H -2.630 -0.136 -0.983
19 H -1.886 1.275 -0.257
20 H -2.229 -0.182 0.763
21 C 2.907 5.036 -3.279
22 C 4.436 4.910 -3.125
23 C 5.286 4.480 -4.233
24 O 4.921 5.165 -2.072
25 H 2.664 4.551 -4.225
26 H 2.553 6.063 -3.366
27 H 2.378 4.597 -2.433
28 H 6.335 4.321 -3.983
29 H 5.204 5.193 -5.054
30 H 4.867 3.501 -4.467
31 C 6.717 -3.220 1.367
32 C 7.076 -2.919 -0.055
33 C 7.454 -1.479 -0.428
34 O 7.027 -3.806 -0.944
35 H 5.885 -2.581 1.663
36 H 7.583 -3.028 2.000
37 H 6.485 -4.280 1.470
38 H 6.570 -0.845 -0.351
39 H 7.790 -1.343 -1.456
40 H 8.270 -1.161 0.221
41 C 4.704 -6.068 -7.301
42 C 5.370 -5.054 -8.204
43 C 4.792 -3.627 -8.167
44 O 6.365 -5.344 -8.893
45 H 5.357 -6.941 -7.309
46 H 3.700 -6.281 -7.670
47 H 4.508 -5.734 -6.282
48 H 4.626 -3.273 -7.150
49 H 3.869 -3.638 -8.746
50 H 5.486 -3.015 -8.743
51 C -4.984 0.460 -6.698
52 C -3.693 1.219 -6.528
53 C -2.651 0.942 -7.632
54 O -3.487 2.046 -5.633
55 H -5.589 0.769 -7.550
56 H -5.559 0.464 -5.771
57 H -4.650 -0.567 -6.850
58 H -3.142 0.959 -8.606
59 H -2.122 0.017 -7.403
60 H -1.974 1.796 -7.614
61 C -8.602 4.738 0.130
62 C -8.833 6.062 0.824
63 C -9.188 6.006 2.376
64 O -8.918 7.131 0.221
65 H -7.588 4.676 -0.265
66 H -9.256 4.539 -0.719
67 H -8.746 3.949 0.868
68 H -9.555 6.990 2.671
69 H -8.312 5.758 2.975
70 H -9.953 5.256 2.576
71 C 1.197 -5.654 5.066
72 O 0.285 -6.274 5.989
73 H 0.642 -5.250 4.219
74 H 1.778 -4.844 5.507
75 H 1.906 -6.410 4.729
76 H 0.778 -6.474 6.788
77 C -5.250 -3.336 7.643
78 O -6.322 -4.226 7.773
79 H -4.629 -3.406 6.750
80 H -5.594 -2.314 7.798
81 H -4.490 -3.527 8.401
82 H -5.998 -5.060 7.424
83 C -5.236 -5.341 0.036
84 O -4.732 -5.014 -1.236
85 H -5.495 -4.377 0.473
86 H -6.180 -5.886 0.024
87 H -4.488 -5.803 0.680
88 H -4.302 -5.786 -1.612
89 C 6.312 1.427 5.888
90 O 5.626 0.629 6.810
91 H 6.473 2.418 6.312
92 H 7.196 0.887 5.549
93 H 5.717 1.539 4.982
94 H 6.044 0.722 7.669



No. 4
DFT (the ωB97M-V functional and the def2-TZVPD basis) results for a 4-piece molecular cluster, C25H60BN2O9 overall at a distorted geometry.

Values from the calculation:
net charge: +1
multiplicity: 1
largest force on an atom: 0.075 Eh/bohr
orbital gap: 0.306 hartree
HOMO level: -11.0 eV

Cartesian coordinates (Å):
1 C -2.482 6.563 0.312
2 C -2.346 5.847 -1.166
3 O -1.002 5.340 -1.481
4 C 0.007 6.408 -1.527
5 C 1.199 6.166 -2.642
6 C 1.127 4.725 -3.419
7 C 1.948 3.502 -2.626
8 C 0.795 2.462 -2.101
9 C 1.360 1.091 -1.399
10 N 2.356 0.215 -2.154
11 C 1.670 -1.100 -2.583
12 C 0.126 -0.531 -2.818
13 B -1.041 -1.571 -3.326
14 O -1.553 -2.750 -2.600
15 O -1.685 -1.258 -4.647
16 C -2.344 0.079 -4.578
17 C -0.040 0.180 -1.315
18 C -0.178 -0.787 0.001
19 N 0.588 -0.270 1.210
20 H -3.154 5.849 0.989
21 H -2.979 7.612 0.131
22 H -1.433 6.655 0.858
23 H -3.059 4.889 -1.137
24 H -2.700 6.513 -2.061
25 H -0.485 7.482 -1.681
26 H 0.554 6.388 -0.465
27 H 1.049 7.025 -3.457
28 H 2.279 6.341 -2.164
29 H 1.637 4.897 -4.484
30 H 0.028 4.356 -3.666
31 H 2.604 3.987 -1.788
32 H 2.629 3.008 -3.461
33 H 0.081 2.256 -3.034
34 H 0.089 2.979 -1.291
35 H 1.862 1.404 -0.383
36 H 2.534 0.650 -3.087
37 H 3.193 -0.058 -1.557
38 H 1.785 -1.887 -1.693
39 H 2.226 -1.610 -3.478
40 H 0.313 0.205 -3.738
41 H -2.529 -2.515 -2.414
42 H -2.697 0.365 -3.489
43 H -3.240 0.177 -5.361
44 H -1.517 0.846 -4.968
45 H -0.985 0.898 -1.209
46 H -1.318 -0.869 0.341
47 H 0.177 -1.898 -0.182
48 H 0.311 -0.866 2.042
49 H 0.303 0.706 1.464
50 C -6.802 -1.235 2.866
51 O -6.546 -1.451 1.483
52 C -5.805 -0.377 0.895
53 C -4.335 -0.759 0.703
54 O -3.667 -0.896 1.961
55 C -3.481 -2.258 2.326
56 H -7.206 -2.158 3.289
57 H -5.889 -0.976 3.410
58 H -7.543 -0.440 2.986
59 H -5.899 0.538 1.493
60 H -6.249 -0.185 -0.086
61 H -3.830 0.048 0.161
62 H -4.241 -1.675 0.107
63 H -2.715 -2.712 1.689
64 H -4.411 -2.827 2.251
65 H -3.136 -2.292 3.364
66 C 3.812 -4.349 -3.320
67 O 4.573 -3.353 -2.646
68 C 4.956 -3.764 -1.329
69 C 6.426 -4.189 -1.287
70 O 6.636 -5.399 -2.023
71 C 7.234 -5.159 -3.292
72 H 3.708 -4.051 -4.367
73 H 4.303 -5.326 -3.285
74 H 2.815 -4.419 -2.875
75 H 4.303 -4.567 -0.963
76 H 4.822 -2.897 -0.675
77 H 6.703 -4.397 -0.248
78 H 7.078 -3.388 -1.655
79 H 8.281 -4.868 -3.160
80 H 6.702 -4.386 -3.850
81 H 7.200 -6.089 -3.868
82 C -0.049 -0.091 4.830
83 O 0.125 -1.489 5.030
84 C 1.034 -1.774 6.098
85 C 0.287 -2.205 7.362
86 O -0.457 -1.116 7.919
87 C -1.848 -1.213 7.636
88 H -0.879 0.056 4.133
89 H -0.286 0.424 5.765
90 H 0.857 0.336 4.391
91 H 1.685 -0.915 6.298
92 H 1.665 -2.604 5.764
93 H 1.018 -2.509 8.118
94 H -0.366 -3.063 7.160
95 H -2.290 -2.025 8.222
96 H -2.033 -1.380 6.572
97 H -2.324 -0.272 7.928



No. 5
DFT (the ωB97M-V functional and the def2-TZVPD basis) results for a 7-piece molecular cluster, C25H60BrINO23PS6 overall at a distorted geometry.

Values from the calculation:
structure (SMILES): O=C(I)CN(CCCCO)C(=O)OP(O)Br.CCOS(C)(=O)=O.CCOS(C)(=O)=O.CCOS(C)(=O)=O.CCOS(C)(=O)=O.CCOS(C)(=O)=O.CCOS(C)(=O)=O
multiplicity: 1
largest force on an atom: 0.060 Eh/bohr
orbital gap: 0.372 hartree
HOMO level: -9.9 eV

Cartesian coordinates (Å):
1 O -0.682 3.086 -5.280
2 C -0.584 3.271 -6.409
3 I -2.124 2.339 -7.661
4 C 0.545 4.069 -7.144
5 N 0.731 5.472 -6.691
6 C 1.865 5.609 -5.734
7 C 1.528 5.068 -4.314
8 C 2.286 5.873 -3.202
9 C 1.299 6.053 -2.018
10 O 0.392 7.126 -2.221
11 C 1.148 6.232 -7.848
12 O 2.246 6.584 -7.993
13 O 0.252 6.583 -8.877
14 P -0.484 8.084 -8.575
15 O 0.551 8.953 -7.634
16 Br -2.180 7.518 -7.164
17 H 1.497 3.508 -7.106
18 H 0.259 4.108 -8.206
19 H 2.040 6.681 -5.596
20 H 2.751 5.080 -6.116
21 H 1.722 3.990 -4.248
22 H 0.451 5.264 -4.178
23 H 3.156 5.287 -2.862
24 H 2.683 6.827 -3.578
25 H 1.849 6.111 -1.073
26 H 0.701 5.122 -2.009
27 H 0.132 7.154 -3.150
28 H 0.222 8.990 -6.718
29 C 1.640 -0.010 -3.452
30 C 0.414 0.678 -2.882
31 O 0.299 0.478 -1.459
32 S 1.295 1.282 -0.512
33 C 0.520 0.902 1.025
34 O 1.150 2.679 -0.778
35 O 2.579 0.644 -0.537
36 H 2.558 0.438 -3.074
37 H 1.650 0.071 -4.541
38 H 1.654 -1.064 -3.173
39 H 0.414 1.744 -3.118
40 H -0.482 0.249 -3.327
41 H -0.469 1.354 1.046
42 H 1.142 1.321 1.814
43 H 0.462 -0.180 1.132
44 C -3.498 7.400 -14.043
45 C -2.559 6.281 -14.449
46 O -1.560 6.016 -13.449
47 S -2.012 5.261 -12.116
48 C -0.405 4.931 -11.465
49 O -2.627 4.022 -12.481
50 O -2.668 6.193 -11.250
51 H -4.100 7.119 -13.179
52 H -4.179 7.642 -14.860
53 H -2.936 8.294 -13.771
54 H -3.110 5.366 -14.680
55 H -2.020 6.569 -15.351
56 H 0.113 4.252 -12.138
57 H -0.527 4.473 -10.486
58 H 0.132 5.871 -11.368
59 C 2.746 -6.086 1.393
60 C 2.304 -5.235 2.568
61 O 3.074 -4.024 2.686
62 S 2.804 -2.851 1.635
63 C 3.739 -1.597 2.444
64 O 1.414 -2.499 1.681
65 O 3.453 -3.170 0.402
66 H 2.546 -5.587 0.445
67 H 2.213 -7.037 1.390
68 H 3.819 -6.278 1.439
69 H 1.240 -4.997 2.508
70 H 2.460 -5.787 3.495
71 H 3.274 -1.367 3.400
72 H 3.730 -0.721 1.796
73 H 4.758 -1.951 2.578
74 C -1.479 -2.572 2.869
75 C -2.709 -1.892 3.437
76 O -2.811 -2.077 4.861
77 S -1.813 -1.256 5.793
78 C -2.585 -1.629 7.333
79 O -1.957 0.141 5.516
80 O -0.524 -1.884 5.761
81 H -0.565 -2.111 3.237
82 H -1.470 -2.505 1.781
83 H -1.453 -3.623 3.160
84 H -2.725 -0.827 3.193
85 H -3.605 -2.334 3.003
86 H -3.576 -1.182 7.351
87 H -1.964 -1.203 8.119
88 H -2.641 -2.710 7.448
89 C -2.085 -5.799 10.183
90 C -3.161 -6.536 10.953
91 O -4.433 -5.864 10.886
92 S -5.249 -5.928 9.515
93 C -6.762 -5.258 10.123
94 O -5.448 -7.298 9.157
95 O -4.679 -4.994 8.590
96 H -2.295 -5.797 9.114
97 H -1.113 -6.272 10.330
98 H -2.026 -4.758 10.505
99 H -3.261 -7.566 10.606
100 H -2.892 -6.576 12.008
101 H -7.188 -5.943 10.851
102 H -7.432 -5.146 9.272
103 H -6.563 -4.286 10.568
104 C 4.052 -7.666 7.394
105 C 4.440 -6.302 7.933
106 O 3.580 -5.258 7.446
107 S 2.099 -5.160 8.043
108 C 1.669 -3.596 7.360
109 O 2.182 -5.041 9.469
110 O 1.281 -6.158 7.423
111 H 3.074 -7.975 7.764
112 H 4.779 -8.418 7.701
113 H 3.996 -7.648 6.305
114 H 4.454 -6.297 9.025
115 H 5.445 -6.052 7.596
116 H 2.302 -2.827 7.796
117 H 0.626 -3.411 7.606
118 H 1.791 -3.638 6.281